This record from the OMol25 dataset describes a 6-piece molecular cluster, C44H97N5O7 overall. The level of theory is the ωB97M-V functional and the def2-TZVPD basis.

Calculated values
gap between HOMO and LUMO (spin up / spin down): 7.366 / 3.308 eV
multiplicity: 2
total charge: +1
E_LUMO (spin up / spin down): -0.08416 / -0.23330 hartree
HOMO level (spin up / spin down): -9.66 / -9.66 eV
DFT total energy: -2534.38631 a.u.

Geometry (Å):
C (3.4506, 21.3217, 3.1234)
C (3.4589, 20.3244, 4.3305)
O (3.6421, 18.9541, 3.8714)
H (2.5550, 21.4921, 2.5260)
H (4.2768, 21.1033, 2.4467)
H (3.7707, 22.3114, 3.4493)
H (2.4906, 20.3457, 4.8304)
H (4.2240, 20.5599, 5.0703)
H (4.1490, 18.7107, 4.6496)
C (-6.1073, 22.7327, -4.6398)
C (-5.5771, 21.3574, -4.2934)
C (-5.1038, 21.6537, -2.7891)
C (-4.7077, 20.4588, -1.9898)
C (-5.8724, 19.4968, -2.1522)
C (-6.2894, 18.9783, -3.5919)
N (-6.4732, 20.1931, -4.3519)
O (-6.8630, 19.9839, -5.6802)
C (-5.2855, 18.0132, -4.1596)
C (-7.5813, 18.1835, -3.5738)
C (-4.2739, 21.1377, -5.0783)
H (-6.2279, 22.9065, -5.7090)
H (-5.4095, 23.5376, -4.4087)
H (-7.1016, 22.8861, -4.2205)
H (-4.2903, 22.3791, -2.8057)
H (-5.7665, 22.1435, -2.0757)
H (-4.3074, 20.6279, -0.9901)
H (-3.7678, 20.0466, -2.3569)
H (-6.7753, 19.9204, -1.7123)
H (-5.5375, 18.6562, -1.5445)
H (-4.2445, 18.1204, -3.8547)
H (-5.4733, 16.9560, -3.9723)
H (-5.2267, 18.2135, -5.2294)
H (-8.5414, 18.6890, -3.4700)
H (-7.5987, 17.7749, -4.5842)
H (-7.6080, 17.3737, -2.8447)
H (-3.6166, 21.9857, -4.8863)
H (-4.5664, 20.9959, -6.1187)
H (-3.9494, 20.1493, -4.7530)
H (-6.0393, 19.6429, -6.0365)
C (-1.9804, 24.7533, -1.6035)
C (-1.7966, 23.6932, -0.5016)
C (-0.9675, 22.4785, -1.2776)
C (-0.2667, 21.5269, -0.2921)
C (0.3614, 22.2503, 0.9675)
C (-0.4580, 23.4125, 1.7675)
N (-1.0360, 24.2811, 0.6669)
O (-1.7054, 25.3583, 1.2767)
C (-1.3831, 22.5951, 2.6856)
C (0.4619, 24.1867, 2.6895)
C (-3.1702, 23.2244, 0.0320)
H (-2.3618, 24.2935, -2.5152)
H (-1.0173, 25.1787, -1.8855)
H (-2.6470, 25.5724, -1.3337)
H (-1.6196, 21.9615, -1.9815)
H (-0.0731, 22.8777, -1.7559)
H (0.5175, 21.1253, -0.9339)
H (-1.0373, 20.7706, -0.1430)
H (1.3255, 22.5552, 0.5604)
H (0.5933, 21.4138, 1.6268)
H (-0.9046, 22.1369, 3.5511)
H (-2.2436, 23.1296, 3.0879)
H (-1.8782, 21.7741, 2.1670)
H (0.9365, 24.9962, 2.1347)
H (-0.0372, 24.6622, 3.5338)
H (1.2570, 23.5273, 3.0375)
H (-3.5658, 23.9794, 0.7114)
H (-3.1580, 22.2020, 0.4096)
H (-3.8951, 23.3547, -0.7716)
H (-1.1868, 26.1219, 1.0130)
C (-0.0466, 27.2540, 7.7976)
C (1.2376, 27.8878, 7.3130)
C (2.4060, 27.4827, 8.1735)
C (3.6834, 27.8681, 7.6399)
C (3.9001, 27.2520, 6.3024)
C (2.8396, 27.5996, 5.2813)
N (1.5204, 27.4595, 5.8892)
O (0.4018, 27.5096, 4.9522)
C (3.1095, 28.9234, 4.7325)
C (3.0106, 26.5560, 4.0693)
C (0.9517, 29.3780, 7.4437)
H (-0.2869, 27.4959, 8.8329)
H (-0.0206, 26.1704, 7.6827)
H (-0.9201, 27.5916, 7.2398)
H (2.4896, 27.9296, 9.1641)
H (2.3885, 26.3931, 8.1946)
H (4.4458, 27.5787, 8.3631)
H (3.8346, 28.9372, 7.4909)
H (4.0675, 26.1873, 6.4646)
H (4.8478, 27.6331, 5.9220)
H (4.0468, 29.0623, 4.1936)
H (2.2750, 29.2043, 4.0900)
H (3.0489, 29.6603, 5.5334)
H (3.9751, 26.0676, 3.9307)
H (2.2449, 25.7816, 4.1151)
H (2.6412, 27.0617, 3.1772)
H (1.7459, 30.0988, 7.2493)
H (0.5839, 29.6223, 8.4403)
H (0.2574, 29.5728, 6.6263)
H (0.3677, 28.4168, 4.6400)
C (-5.8557, 25.5537, 5.8253)
C (-5.2000, 24.4428, 5.0386)
C (-4.3593, 23.6620, 6.0358)
C (-3.9381, 22.3548, 5.5256)
C (-5.1080, 21.3254, 5.3746)
C (-6.1863, 22.0230, 4.4619)
N (-6.2665, 23.5455, 4.4621)
O (-7.0431, 24.0953, 3.4194)
C (-5.9752, 21.5374, 2.9931)
C (-7.6251, 21.5945, 5.0073)
C (-4.3688, 25.0729, 3.9315)
H (-6.3091, 25.1352, 6.7239)
H (-5.0905, 26.2920, 6.0652)
H (-6.6449, 26.1573, 5.3771)
H (-3.4349, 24.1578, 6.3321)
H (-4.6843, 23.5970, 7.0742)
H (-3.4305, 22.5435, 4.5796)
H (-3.2347, 21.9426, 6.2492)
H (-5.5762, 21.1325, 6.3399)
H (-4.7339, 20.4266, 4.8844)
H (-6.0664, 20.4594, 3.1257)
H (-5.0926, 21.8670, 2.4449)
H (-6.8550, 21.5868, 2.3516)
H (-8.3592, 22.0159, 4.3206)
H (-7.9266, 22.0926, 5.9288)
H (-7.6738, 20.5074, 5.0693)
H (-3.4848, 25.6342, 4.2340)
H (-3.9405, 24.3919, 3.1961)
H (-4.9292, 25.6998, 3.2379)
H (-6.5027, 23.7975, 2.6840)
C (10.2531, 15.5425, 1.8849)
O (9.0048, 16.1810, 1.6698)
C (8.8893, 17.0008, 0.5693)
C (7.7398, 18.0209, 0.7826)
N (7.6955, 19.1739, -0.0973)
C (7.2003, 18.9025, -1.4556)
C (5.6590, 18.3248, -1.5385)
O (4.8676, 19.2930, -0.8928)
C (3.4847, 19.0411, -0.8414)
H (10.2476, 14.4758, 1.6605)
H (10.7011, 15.5617, 2.8784)
H (10.9463, 15.9231, 1.1348)
H (8.6419, 16.2944, -0.2231)
H (9.8249, 17.5536, 0.4851)
H (7.7543, 18.3923, 1.8072)
H (6.7457, 17.5826, 0.6942)
H (7.1147, 19.8584, 0.3656)
H (7.7752, 18.2546, -2.1173)
H (7.3525, 19.8071, -2.0444)
H (5.6083, 17.3463, -1.0608)
H (5.2590, 18.0989, -2.5269)
H (3.2343, 18.0835, -0.3848)
H (3.1978, 19.1050, -1.8910)
H (2.9341, 19.9115, -0.4846)